No. 1
DFT (ωB97M-V/def2-TZVPD) results for a molecular structure, C27H55FeN3O3 at a distorted geometry.

The geometry in XYZ format:
```
89
Properties=species:S:1:pos:R:3:forces:R:3:lowdin_charge:R:1
Fe -0.031032 -0.079446 0.372832 0.420 0.332 -0.392 0.8640
C 0.198516 -3.555133 -2.158014 -0.455 0.295 0.874 -0.0524
C 0.801683 -2.420834 -2.993402 0.049 -1.346 -0.440 -0.5407
C 0.260280 -2.622587 -4.406322 -0.654 -0.512 -0.593 -0.1524
C 0.427830 -1.418371 -5.295876 0.440 0.539 0.545 -0.1780
C -0.117667 -0.137207 -4.653637 1.409 0.232 -0.388 -0.1221
C 0.410538 0.096125 -3.193447 -0.592 -0.864 -1.400 -0.5001
N 0.315681 -1.172788 -2.466708 -1.064 -0.156 0.409 -0.1186
O 0.656391 -1.151279 -1.100603 0.484 1.373 0.526 -0.3165
C -0.598826 1.037909 -2.590775 0.481 1.293 0.562 -0.0439
C 1.806323 0.703061 -3.306299 0.490 0.291 0.428 -0.0217
C 2.321196 -2.647433 -2.946269 0.177 0.899 0.653 -0.0245
H -0.881926 -3.418873 -2.023201 0.036 0.046 -0.307 0.0791
H 0.599993 -3.491751 -1.144775 0.184 -0.291 -0.117 0.0675
H 0.373866 -4.538081 -2.592392 0.148 0.013 -0.074 0.0841
H -0.797786 -2.904473 -4.316986 -0.028 0.316 -0.017 0.1182
H 0.712264 -3.504044 -4.878100 0.245 0.095 0.221 0.1215
H 0.089339 -1.532229 -6.325906 -0.308 -0.204 0.102 0.1108
H 1.504666 -1.217330 -5.386942 -0.009 -0.221 -0.108 0.1028
H -1.180036 0.080851 -4.732429 -0.153 -0.585 -0.005 0.1072
H 0.408587 0.613560 -5.255611 -0.569 0.457 0.123 0.1085
H -0.454350 2.058765 -2.963710 0.017 -0.092 -0.232 0.0990
H -0.407658 1.156238 -1.522795 -0.229 -0.086 0.187 0.0297
H -1.632679 0.773447 -2.787668 -0.012 -0.359 0.194 0.0851
H 1.857223 1.607801 -3.921036 -0.471 0.161 0.298 0.0852
H 2.509286 0.048535 -3.820864 -0.047 -0.296 0.313 0.0647
H 2.176575 0.936655 -2.302200 0.201 -0.062 -0.115 0.0712
H 2.590760 -3.692659 -3.084178 -0.028 0.032 -0.527 0.0818
H 2.693442 -2.401413 -1.945609 -0.183 0.122 -0.021 0.0762
H 2.816638 -1.953577 -3.624258 0.288 -0.447 -0.249 0.0608
C 1.292210 3.769509 2.517463 1.330 0.565 0.396 -0.0291
C 1.315801 3.144464 1.106916 -0.506 0.394 0.651 -0.5180
C 2.439920 3.729210 0.257447 0.554 -0.158 0.462 -0.1394
C 3.790007 3.227167 0.733492 0.170 -0.506 -0.506 -0.1794
C 3.779919 1.701120 0.712469 0.345 0.421 0.123 -0.1387
C 2.689919 1.046678 1.574011 0.813 0.780 -0.698 -0.5231
N 1.410946 1.681196 1.185762 -0.155 -0.487 -1.245 -0.1553
O 0.278628 1.146671 1.862531 0.036 -0.541 -0.134 -0.2895
C 3.066648 1.176902 3.034124 -0.583 -0.477 0.805 -0.0287
C 2.660508 -0.407130 1.162172 0.156 -0.606 0.233 -0.0461
C 0.017927 3.577073 0.450935 -0.359 0.677 0.560 -0.0444
H 1.067819 3.008218 3.258556 -0.451 0.147 0.049 0.0756
H 0.672918 4.662188 2.626536 -0.484 -0.349 -0.192 0.0830
H 2.279494 4.178912 2.780705 -0.001 -0.323 -0.019 0.0716
H 2.380896 4.815881 0.353805 -0.055 0.005 -0.221 0.1226
H 2.312916 3.438416 -0.789695 -0.148 0.088 0.001 0.1231
H 4.055894 3.605238 1.721758 -0.056 0.034 0.011 0.1023
H 4.593447 3.504966 0.044549 -0.089 0.392 0.102 0.1128
H 4.773340 1.389155 1.049889 -0.160 -0.402 0.030 0.1244
H 3.667653 1.367628 -0.323172 -0.054 0.023 -0.003 0.1105
H 4.004181 0.666112 3.259847 0.110 0.118 -0.208 0.0880
H 2.308311 0.663689 3.637455 -0.034 0.204 0.037 0.0886
H 3.120930 2.207544 3.369371 0.133 0.018 0.006 0.0645
H 1.788235 -0.875792 1.626086 0.094 -0.277 -0.075 0.0502
H 3.539336 -0.954138 1.519088 -0.072 0.171 0.289 0.1029
H 2.678906 -0.563862 0.082939 -0.469 0.205 -0.002 0.0714
H -0.818955 3.578334 1.151314 -0.043 -0.575 -0.092 0.0731
H -0.205270 3.032868 -0.451100 -0.139 -0.138 -0.386 0.0613
H 0.127305 4.649116 0.251522 0.054 -0.134 -0.432 0.0913
C -4.626554 -0.569178 0.907019 -0.909 0.476 0.095 -0.0143
C -3.318477 0.071848 1.415041 -0.091 -0.463 -0.209 -0.4859
C -3.399781 0.484021 2.890842 0.351 -0.813 -0.048 -0.1175
C -3.281598 -0.687024 3.861210 -0.609 0.762 0.472 -0.1818
C -2.042789 -1.487052 3.604921 0.589 -0.195 -0.545 -0.1266
C -1.989471 -1.997074 2.159911 -0.354 -0.836 0.302 -0.5121
N -2.157799 -0.844729 1.259041 0.637 0.378 0.307 -0.1037
O -1.969170 -1.220437 -0.093345 -0.493 -0.025 -0.058 -0.0643
C -0.642840 -2.652870 1.919366 -0.143 -0.935 0.405 -0.0225
C -3.038498 -3.098385 1.950745 -0.645 0.033 -1.182 -0.0207
C -3.020204 1.326004 0.606747 -0.788 -0.228 -0.881 -0.0286
H -5.327657 -0.777881 1.721193 0.226 -0.197 0.083 0.0841
H -4.556239 -1.475041 0.308220 0.352 -0.012 0.041 0.0726
H -5.173136 0.145300 0.283664 0.153 -0.024 -0.040 0.0839
H -2.542676 1.143262 3.043658 -0.276 0.313 0.267 0.1245
H -4.368371 0.944061 3.081831 0.195 0.554 -0.200 0.1283
H -4.205998 -1.273786 3.828807 0.216 -0.317 -0.222 0.1077
H -3.305314 -0.276685 4.875608 0.271 -0.029 0.001 0.1177
H -1.960598 -2.334053 4.287837 -0.008 -0.091 -0.091 0.1282
H -1.112941 -0.912037 3.693253 -0.287 0.358 0.408 0.1301
H 0.213907 -1.988491 1.973828 -0.053 0.107 -0.164 0.0594
H -0.519477 -3.383275 2.726843 0.113 0.098 0.030 0.0998
H -0.665011 -3.261821 1.015994 0.331 0.363 -0.260 0.0866
H -2.792603 -4.055890 2.405510 0.107 0.232 0.459 0.0955
H -4.045400 -2.777473 2.210133 0.055 -0.146 0.379 0.0711
H -3.127132 -3.368635 0.883967 0.162 0.102 0.105 0.0825
H -2.909184 1.055871 -0.447734 0.385 -0.002 0.042 0.0818
H -2.163072 1.883230 0.969302 0.082 -0.017 0.061 0.0550
H -3.927788 1.936888 0.582094 0.219 0.255 0.406 0.0962
H -2.543040 -1.969439 -0.325101 0.008 0.055 0.047 0.1012
```
Forces are in eV/Å.

E_LUMO (alpha / beta)	0.52 / 0.51	eV
⟨S²⟩	6.01
net charge	0
multiplicity	5
energy above the lowest of the compared OMol25 structures with the same formula, charge and spin	87.4	kJ/mol
E_tot	-2715.32318	Eh

No. 2
DFT (ωB97M-V/def2-TZVPD) results for C5H6N4 in the gas phase at a distorted geometry.

The geometry in XYZ format:
```
15
Properties=species:S:1:pos:R:3:forces:R:3:lowdin_charge:R:1
C 1.193226 -1.152690 -0.595304 -1.532 -2.517 -1.714 -0.1114
C 0.167938 -1.508538 -1.520345 1.522 1.891 -0.038 -0.0359
C -0.904382 -0.612963 -1.341222 -1.875 0.722 -2.584 -0.1758
N -1.351911 -0.192454 -0.197618 1.820 -2.374 0.166 0.0138
N -2.058822 0.745411 0.262167 -1.484 0.928 -0.899 -0.0217
N -1.658254 1.468627 1.166021 -0.676 1.013 0.540 0.0272
C -0.295349 1.232267 1.658248 1.679 0.427 1.087 -0.2567
N 0.133668 0.000223 1.187025 -1.936 -1.779 -0.403 0.0337
C 1.111655 -0.237747 0.393272 3.486 2.200 2.701 -0.2189
H 2.120644 -1.518811 -0.840837 2.284 -0.416 -0.572 0.0703
H 0.542253 -1.763387 -2.607790 -1.150 0.223 2.391 0.1438
H -1.145195 -0.069770 -2.292477 -0.205 -0.282 0.837 0.1345
H 0.415424 2.000047 1.328256 -0.384 0.784 0.076 0.1084
H -0.358914 1.245781 2.770327 -0.055 -0.026 -0.772 0.1276
H 2.088020 0.364005 0.630277 -1.494 -0.795 -0.815 0.1611
```
Forces are in eV/Å.

E_LUMO (alpha / beta)	-0.29 / -0.29	eV
net charge	0
SMILES	C1=C\C=N\N=N/C/N=C/1
multiplicity	1
energy above the lowest of the compared OMol25 structures with the same formula, charge and spin	517.3	kJ/mol
E_tot	-412.92661	Eh